(1)
The following is a quantum chemistry calculation of a 2-piece molecular cluster, CH5F2NO3PS overall, from the OMol25 dataset.

Max |F|   0.72 eV/Å
2S+1   1
LUMO level   0.1160 Ha
Orbital gap   7.002 eV
Total charge   -1

The geometry in XYZ format:
```
14
CH5F2NO3PS ωB97M-V/def2-TZVPD
C 1.6352 0.5081 -0.0989
P 0.7060 -0.6997 0.8564
O 0.2557 -1.8226 -0.2653
N -0.8487 0.1810 1.0895
S -2.1559 -0.0390 0.1584
O -1.8988 -0.1091 -1.2311
O -3.2019 0.7939 0.6466
F -2.4962 -1.4970 0.6187
H 1.4277 1.4942 0.3289
H 2.6969 0.3081 0.0356
H 1.4146 0.5604 -1.1728
H 0.6318 -2.6543 0.0443
H -0.7032 1.1822 1.1768
F 2.5367 1.7938 -2.1872
```

***

(2)
The following is a quantum chemistry calculation of a 2-piece molecular cluster, CH5FN2 overall at a distorted geometry, from the OMol25 dataset.

Max |F|   4.15 eV/Å
2S+1   3
LUMO level (alpha / beta)   0.0377 / -0.0382 Ha
Energy above the lowest of the compared OMol25 structures with the same formula, charge and spin   210.8 kJ/mol
Orbital gap (alpha / beta)   8.807 / 9.288 eV

The geometry in XYZ format:
```
9
CH5FN2 ωB97M-V/def2-TZVPD
C 0.7502 -0.2934 0.3434
N -0.1710 0.7733 0.2965
N -1.2864 0.5415 -0.3678
F -1.9362 -0.6511 0.0167
H 1.1983 -0.8084 -0.5356
H 1.6748 -0.0337 0.9394
H 0.1857 -1.0927 0.8799
H 0.0534 1.7264 0.3653
H -0.4687 -0.1620 -1.9378
```

***

Which of these has the highest 2S+1?
CH5FN2